Formula: C31H17Cl5N4O5Ti
Source: the Open Molecules 2025 dataset
Level of theory: the ωB97M-V functional and the def2-TZVPD basis

The geometry in XYZ format:
```
63
Properties=species:S:1:pos:R:3:nbo_charge:R:1
Ti 0.30265 -0.23757 0.17706 1.722
O 0.89910 0.97677 4.20709 -0.696
C 0.62625 0.79393 3.01256 0.627
N 0.57927 -0.32421 2.29540 -0.657
C 0.84013 -1.59588 2.82556 0.115
C 0.94452 -1.89358 4.18458 -0.246
C 1.13941 -3.20180 4.60896 -0.253
C 1.23696 -4.22370 3.67782 -0.250
C 1.14805 -3.94062 2.32147 -0.249
C 0.94979 -2.63531 1.87481 0.223
N 0.78532 -2.28479 0.51792 -0.703
C 1.30424 -3.06526 -0.44610 0.636
O 2.05626 -4.03747 -0.32521 -0.676
C 0.92450 -2.66234 -1.85376 0.139
C 1.93511 -2.36513 -2.76232 -0.220
C 1.58272 -2.01026 -4.04933 -0.174
C 0.23869 -2.00499 -4.39345 -0.268
C -0.68986 -2.33791 -3.42159 0.045
N -0.36791 -2.65817 -2.17195 -0.403
C 0.28180 2.01252 2.17695 0.161
C 0.33930 3.28209 2.72500 -0.230
C 0.03943 4.37069 1.92277 -0.170
C -0.31026 4.15686 0.59913 -0.280
C -0.35100 2.85490 0.12794 0.135
N -0.06895 1.81254 0.90467 -0.450
H 0.86372 -1.08489 4.89350 0.243
H 1.21234 -3.41511 5.66984 0.186
H 1.38679 -5.24884 3.99868 0.186
H 1.23571 -4.73142 1.59377 0.234
H 2.96460 -2.39488 -2.43240 0.227
H 2.33884 -1.72470 -4.77080 0.205
H -0.08921 -1.70784 -5.38031 0.207
H -1.75102 -2.32205 -3.64976 0.182
H 0.62668 3.37040 3.76291 0.241
H 0.08759 5.37731 2.32121 0.200
H -0.54051 4.97550 -0.06839 0.214
H -0.61500 2.62824 -0.89755 0.221
Cl 3.48743 4.24925 -4.66474 -0.097
C 2.53148 3.08488 -3.73670 0.010
C 1.28688 2.71852 -4.24624 -0.438
C 0.56106 1.79441 -3.48670 -0.036
Cl -1.03527 1.37204 -4.07272 -0.047
C 1.00643 1.23490 -2.30685 0.205
O 0.26779 0.35583 -1.61676 -0.727
C 2.28894 1.67295 -1.77511 -0.133
C 2.73370 1.23084 -0.54885 -0.020
O 2.07339 0.33209 0.19527 -0.685
C 3.03971 2.60795 -2.56457 -0.316
H 0.89930 3.11458 -5.17091 0.217
H 3.66366 1.60056 -0.12593 0.150
H 4.00816 2.94090 -2.21396 0.204
Cl -7.27660 0.48911 1.72406 -0.064
C -5.58869 0.18268 1.34872 -0.062
C -4.81411 -0.55336 2.22843 -0.258
C -3.48773 -0.78957 1.92386 -0.112
Cl -2.52579 -1.71497 3.02597 0.027
C -2.86749 -0.31176 0.74127 0.399
O -1.63912 -0.54651 0.46320 -0.740
C -3.71915 0.42831 -0.11021 -0.111
Cl -3.04652 1.02337 -1.59417 0.024
C -5.04949 0.67584 0.17695 -0.262
H -5.23239 -0.94295 3.14569 0.226
H -5.65165 1.24706 -0.51569 0.225
```

## Properties
**Energy relative to the best compared isomer or geometry (same formula, charge and spin)**: 13.9 kcal/mol
**E**: -134355.7192 eV
**Kohn-Sham gap**: 4.04 eV
**Total charge**: -2

Formula: C31H18BrN3O16S2
Source: the Open Molecules 2025 dataset
Level of theory: the ωB97M-V functional and the def2-TZVPD basis

The geometry in XYZ format:
```
71
Properties=species:S:1:pos:R:3:mulliken_charge:R:1
S -5.72877 2.04215 3.59126 -0.124
C -4.94519 3.46256 4.01115 0.396
N -4.04427 4.34367 4.35178 -0.596
C -2.68274 3.83152 4.04074 0.314
C -1.79611 3.24089 5.20264 -0.456
C -0.40797 2.67866 4.84547 -0.195
Br 0.66798 1.89237 6.33492 -0.134
C 0.13182 2.72602 3.37588 0.592
N 1.41949 2.28668 2.85399 -0.468
S 1.44541 2.64302 1.17843 0.482
N -0.10968 3.32761 0.95405 -0.611
C -0.76658 3.34472 2.23360 0.609
C -2.19002 3.90156 2.57690 -0.546
H -2.20108 3.24636 6.27915 0.351
H -2.88981 4.37444 1.79260 0.323
O 3.69351 0.03209 2.99734 -0.565
C 4.81101 0.11062 2.51891 0.856
C 5.77527 -0.99321 2.58918 -0.995
C 6.99641 -0.86332 2.06731 0.342
O 7.90145 -1.88121 2.12295 -0.569
C 7.42585 0.39869 1.40124 0.927
O 8.55636 0.48825 0.95138 -0.626
C 6.45482 1.49336 1.30954 -0.711
C 5.23208 1.36322 1.82822 0.498
O 4.31945 2.37329 1.74696 -0.560
H 5.45175 -1.90287 3.07712 0.421
H 8.70327 -1.53990 1.68008 0.348
H 6.77355 2.39716 0.80782 0.428
H 3.51625 2.03606 2.19737 0.316
O -4.53491 -0.95809 2.48926 -0.503
C -5.15055 -1.89948 2.01984 0.982
C -4.52074 -2.88317 1.13345 -1.045
C -5.23000 -3.89190 0.62382 0.346
O -4.65530 -4.81310 -0.19899 -0.514
C -6.67915 -4.05547 0.93039 0.947
O -7.29999 -4.97881 0.43216 -0.608
C -7.30481 -3.08601 1.83649 -0.873
C -6.59545 -2.07839 2.34960 0.341
O -7.16648 -1.17189 3.19600 -0.572
H -3.46866 -2.75217 0.91658 0.527
H -5.37187 -5.43549 -0.43388 0.343
H -8.35296 -3.22663 2.06491 0.427
H -6.45462 -0.54389 3.42834 0.176
O 2.37059 2.47436 -5.94088 -0.616
C 2.79516 2.33819 -4.80652 0.937
C 2.10907 2.89935 -3.63753 -0.719
C 2.61435 2.74315 -2.41217 0.187
O 1.98215 3.25919 -1.31674 -0.579
C 3.88683 2.00103 -2.18681 0.899
O 4.32882 1.89285 -1.05668 -0.374
C 4.56053 1.41935 -3.35242 -1.073
C 4.05343 1.57272 -4.57740 0.386
O 4.66672 1.03599 -5.66895 -0.573
H 1.18761 3.43741 -3.81549 0.454
H 2.54486 3.01548 -0.54953 0.242
H 5.47396 0.86801 -3.17257 0.456
H 4.10776 1.28718 -6.43061 0.346
O -0.84055 -2.73644 -1.30857 -0.633
C -1.30159 -2.78840 -2.43633 0.954
C -2.09820 -3.92585 -2.90840 -0.866
C -2.57194 -3.95363 -4.15578 0.382
O -3.31558 -5.00273 -4.60653 -0.570
C -2.30895 -2.84005 -5.11100 0.932
O -2.74183 -2.90720 -6.24888 -0.605
C -1.53258 -1.69121 -4.63201 -0.918
C -1.06184 -1.66202 -3.38331 0.236
O -0.34122 -0.60046 -2.92343 -0.457
H -2.27983 -4.72828 -2.20585 0.421
H -3.53532 -4.78565 -5.53406 0.352
H -1.36391 -0.88168 -5.32978 0.444
H -0.11651 -0.82060 -1.99770 0.331
```

## Properties
**E**: -161373.3318 eV
**Kohn-Sham gap**: 7.17 eV
**SMILES**: S=C=Nc1cc(Br)c2nsnc2c1.O=C1C=C(O)C(=O)C=C1O.O=C1C=C(O)C(=O)C=C1O.O=C1C=C(O)C(=O)C=C1O.O=C1C=C(O)C(=O)C=C1O

Formula: C31H18N8O2S4Ti
Source: the Open Molecules 2025 dataset
Level of theory: the ωB97M-V functional and the def2-TZVPD basis

The geometry in XYZ format:
```
64
Properties=species:S:1:pos:R:3:mulliken_charge:R:1
Ti 0.57751 0.97107 0.19859 0.118
O -2.92787 2.46084 -1.31279 -0.646
C -2.19636 2.14781 -0.37937 -0.563
N -0.86024 2.41059 -0.28969 0.788
C -0.37762 3.58442 -0.89834 0.127
C -1.12294 4.74836 -1.06769 -0.496
C -0.53011 5.88336 -1.59460 -0.685
C 0.80995 5.86735 -1.95789 -0.638
C 1.56494 4.71392 -1.79934 -0.843
C 0.97483 3.56723 -1.27047 0.158
N 1.58205 2.30241 -1.07567 0.321
C 2.71176 1.97938 -1.73131 0.200
O 3.46692 2.68327 -2.39276 -0.782
C 2.98441 0.49591 -1.67300 0.373
C 4.02634 -0.04443 -2.40516 -0.549
C 4.16877 -1.41923 -2.44323 -0.472
C 3.25442 -2.19841 -1.75156 -1.254
C 2.25784 -1.57043 -1.02894 -0.360
N 2.12352 -0.24210 -0.96919 0.715
C -2.83524 1.44159 0.79496 0.738
C -3.93417 0.61911 0.58335 -0.586
C -4.58371 0.09207 1.68439 -0.459
C -4.12129 0.41809 2.95048 -0.481
C -3.01232 1.24453 3.05557 -0.222
N -2.37819 1.75122 2.00470 -0.284
H -2.16730 4.75285 -0.79055 0.448
H -1.11731 6.78509 -1.72049 0.372
H 1.27501 6.75532 -2.36823 0.371
H 2.60410 4.69641 -2.08269 0.471
H 4.67315 0.63551 -2.94046 0.532
H 4.96519 -1.88021 -3.01351 0.414
H 3.30499 -3.27830 -1.76073 0.513
H 1.54227 -2.16669 -0.48529 0.517
H -4.25628 0.41525 -0.42833 0.463
H -5.43311 -0.56786 1.55864 0.384
H -4.59321 0.02650 3.84194 0.381
H -2.60575 1.50154 4.02808 0.392
S 0.46515 -0.46390 4.41948 -0.247
C 0.75586 0.14423 2.94263 0.635
S -1.64658 -1.66191 2.21899 -0.301
S 1.03446 1.76991 2.47611 -0.481
S -1.26222 -6.48884 1.14978 0.032
N -0.23679 -5.56107 2.01831 -0.715
C -0.24354 -4.37489 1.47139 -0.198
C 0.62368 -3.24066 1.80283 0.269
C 1.91018 -3.41289 2.10460 -0.429
C 2.82337 -2.28245 2.10517 -1.161
C 2.37345 -1.05666 1.87867 -0.743
N 0.96681 -0.73623 1.75712 0.984
C 0.01629 -1.88677 1.53040 1.615
C -0.69936 -1.82247 0.20725 -1.486
N -0.67924 -0.65607 -0.49529 2.014
C -1.34056 -0.58728 -1.66954 -0.512
C -1.94490 -1.66706 -2.25754 -1.740
C -1.83240 -2.91338 -1.62247 -0.663
C -1.19365 -3.01631 -0.42161 -0.481
C -1.10020 -4.26777 0.32587 0.950
N -1.72787 -5.38242 0.04158 -0.732
H 2.27923 -4.41766 2.26972 0.512
H 3.88604 -2.43586 2.23115 0.425
H 3.01635 -0.18842 1.86068 0.533
H -1.35367 0.38735 -2.14433 0.477
H -2.45542 -1.55518 -3.20244 0.446
H -2.24941 -3.80867 -2.06796 0.516
```

## Properties
**E**: -114916.7684 eV
**Kohn-Sham gap (spin up / spin down)**: 6.23 / 6.22 eV
**Spin multiplicity**: 2
**Total charge**: -1